Density functional theory data (ωB97M-V/def2-TZVPD) for the ion C25H26F6NO with charge +1.

Geometry as XYZ:
```
59
Properties=species:S:1:pos:R:3:forces:R:3:lowdin_charge:R:1
F 2.186396 6.447983 7.013006 0.2 -1.3 -0.1 0.13
C 2.571096 5.134154 6.930332 0.9 0.6 0.9 -0.52
F 3.819281 5.120375 6.392090 -0.8 0.0 0.4 0.13
F 2.673301 4.672245 8.218514 0.0 0.5 -1.0 0.13
C 1.608066 4.295028 6.156556 -0.1 -0.1 0.2 -0.12
C 2.029058 3.463883 5.126323 -0.1 0.4 0.1 0.01
C 1.083749 2.794152 4.365258 0.2 -0.6 0.1 -0.05
C -0.286813 2.867446 4.647966 0.5 0.7 -0.9 -0.13
C -1.262178 2.205367 3.577033 2.3 -4.8 7.7 -0.21
C -2.571958 1.956756 4.600319 -0.2 -0.2 -2.8 -0.16
C -3.458044 3.029930 4.684242 -0.3 0.6 0.0 -0.07
C -4.780634 2.859000 5.103803 0.2 0.0 -0.1 0.02
C -5.224434 1.576794 5.407083 0.4 0.0 0.0 -0.13
C -6.669497 1.331910 5.665634 -1.3 -0.3 0.6 -0.53
F -7.203554 0.442565 4.771042 0.5 0.6 0.7 0.12
F -6.857796 0.807105 6.913530 0.0 0.3 -1.0 0.13
F -7.414187 2.465881 5.585873 0.5 -0.8 0.0 0.13
C -4.339144 0.494261 5.463382 1.2 0.1 -0.3 0.02
C -2.989774 0.680983 5.067310 -0.2 0.5 -0.2 -0.01
C -1.262613 2.731427 2.251555 -2.4 3.9 -5.1 -0.17
C -0.289871 3.883369 1.946905 0.8 1.7 -0.4 -0.11
C 0.251951 4.276583 0.507186 -0.3 -0.7 0.6 -0.16
C -0.867977 4.309057 -0.507727 0.0 -0.2 -0.1 -0.20
C -1.682815 2.992551 -0.490846 0.7 0.9 -0.6 -0.10
C -1.753579 2.199400 0.824235 -2.0 -1.2 1.1 0.03
N -2.573772 1.152933 0.734128 1.3 1.6 -1.3 0.01
C -3.237123 0.842178 -0.581039 0.3 -0.4 0.3 -0.08
C -4.145284 -0.365711 -0.495920 -0.1 -0.9 0.3 -0.16
O -3.605989 -1.403237 0.331571 -0.1 1.0 0.1 -0.11
C -3.543500 -0.978072 1.688000 -0.5 -0.6 -0.4 -0.15
C -2.757170 0.320424 1.892344 0.0 -1.0 1.3 -0.10
C -0.669475 3.633187 5.781539 -0.2 -0.6 -0.3 0.00
C 0.278799 4.329266 6.537373 -0.7 -0.2 -0.6 0.01
H 3.086370 3.422468 4.904958 0.0 -0.1 -0.1 0.13
H 1.439365 2.184280 3.517965 -0.2 0.3 0.5 0.14
H -0.861800 1.230939 3.345821 0.4 -0.9 1.6 0.12
H -3.139166 4.061585 4.416901 -0.2 -0.9 0.0 0.14
H -5.465668 3.713471 5.154717 0.3 -0.5 -0.1 0.14
H -4.677987 -0.509697 5.754875 0.1 0.6 -0.1 0.14
H -2.286764 -0.168569 5.063489 -0.5 0.5 -0.1 0.13
H -2.219369 3.108050 2.718589 -0.7 1.6 -2.8 0.16
H 0.607688 3.841889 2.558304 -0.3 -0.1 0.0 0.08
H -0.826445 4.756780 2.286262 0.1 0.6 0.2 0.12
H 1.044287 3.563563 0.198675 -0.4 0.3 0.1 0.12
H 0.708354 5.288617 0.547219 -0.1 -0.7 0.3 0.13
H -1.546815 5.143973 -0.306721 0.1 -0.1 0.1 0.12
H -0.473545 4.483861 -1.526507 -0.2 -0.2 0.5 0.13
H -2.696648 3.309732 -0.855485 0.6 -0.8 0.7 0.14
H -1.282626 2.353337 -1.325382 -0.3 0.2 1.1 0.14
H -3.840521 1.694594 -0.898982 0.2 0.0 0.1 0.13
H -2.470945 0.641515 -1.337896 0.0 0.2 0.3 0.14
H -5.142291 -0.038985 -0.149346 0.2 -0.4 0.0 0.14
H -4.212010 -0.829766 -1.489705 -0.2 0.4 0.3 0.14
H -4.563827 -0.841962 2.102168 0.3 -0.2 -0.3 0.14
H -3.041913 -1.809543 2.211055 -0.3 0.5 0.0 0.14
H -1.769608 0.038676 2.300504 -0.6 0.3 -0.4 0.14
H -3.305118 0.886972 2.661084 0.3 -0.1 -0.4 0.12
H -1.710185 3.666454 6.122224 0.6 0.1 -0.2 0.11
H -0.071145 4.924917 7.379710 0.3 -0.1 -0.2 0.14
```
Forces are in eV/Å.

The HOMO-LUMO gap is 8.27 eV. For the energy relative to the best compared isomer or geometry (same formula, charge and spin), the calculation gives 2.787 eV. As for the HOMO energy: -12.25 eV. The net charge is +1. The value obtained for the total energy is -1697.07528 a.u.


Density functional theory data (ωB97M-V/def2-TZVPD) for a structure of composition C16H13AsN12OS4Tc.

Geometry as XYZ:
```
48
Properties=species:S:1:pos:R:3:forces:R:3:lowdin_charge:R:1
Tc -0.453974 0.632057 -0.655393 0.0 0.0 2.2 1.37
C -0.164830 -1.231782 3.412504 -1.6 -2.0 -0.7 0.02
C -0.585736 -0.557108 2.104732 1.4 -0.2 1.2 -0.22
N 0.273389 -0.078903 1.263042 -1.1 -0.1 -0.4 -0.06
N 1.623356 -0.175783 1.445756 -1.1 0.4 0.0 0.13
C 2.156729 0.150829 0.307601 0.8 -1.7 0.2 -0.38
O 1.420251 0.551864 -0.686679 -0.2 0.7 -0.9 -0.18
C 3.533116 -0.234404 0.037825 0.6 0.3 1.1 -0.14
C 4.115654 -1.056982 1.043769 -0.4 1.7 -2.0 0.01
C 5.463801 -1.237634 0.886053 0.6 -0.9 1.5 -0.07
C 6.236501 -0.697406 -0.121075 -1.3 0.2 -1.3 -0.05
C 5.625595 0.072726 -1.111073 1.3 -0.9 -1.0 -0.06
C 4.276361 0.286053 -1.031941 -1.4 1.3 0.0 -0.02
C -1.974313 -0.413767 1.692496 0.8 0.2 1.1 -0.27
C -3.017841 -0.833967 2.471623 0.2 -0.8 0.5 0.04
C -4.315883 -0.721464 1.971507 1.1 -0.8 2.2 -0.02
C -4.530098 -0.146512 0.769892 1.0 0.0 -1.4 -0.08
C -3.404024 0.270557 0.022868 0.0 -0.5 3.0 -0.12
N -2.157019 0.217775 0.534933 -1.0 -0.2 -1.4 -0.09
H 0.759468 -1.843720 3.228249 -0.9 0.7 0.3 0.10
H -1.048940 -1.963029 3.720860 2.2 1.4 -0.5 0.11
H -0.015555 -0.525956 4.227000 0.1 0.1 -0.1 0.09
H 3.460813 -1.388231 1.839500 0.6 -0.3 0.0 0.11
H 5.939581 -1.842516 1.628211 0.5 -0.4 0.3 0.11
H 7.235141 -1.001706 -0.311730 0.9 -0.1 0.5 0.11
H 6.226346 0.301791 -2.031551 -0.8 0.3 1.1 0.13
H 3.773431 0.995053 -1.718309 0.3 -0.7 0.3 0.13
H -2.755005 -1.335419 3.434500 -0.8 0.6 -1.0 0.13
H -5.046570 -1.139263 2.641042 -0.8 0.2 -0.3 0.13
H -5.527448 -0.097330 0.395726 -0.3 0.3 -0.5 0.12
H -3.505698 0.733075 -0.886164 -0.3 1.0 -2.2 0.09
N -0.902924 -0.720029 -3.834317 -0.4 -0.8 1.2 0.19
C -1.305711 -1.494018 -2.779680 0.5 1.9 0.6 -0.40
N -1.861491 -2.665628 -2.797675 0.4 -0.1 -1.2 0.07
N -1.892728 -3.065285 -1.530194 0.5 0.6 1.4 -0.02
N -1.428563 -2.164482 -0.737379 -0.8 0.2 0.1 -0.03
N -1.083498 -1.040814 -1.489326 -0.3 -2.6 -0.7 -0.14
C -0.487464 0.564679 -3.664660 -0.3 -2.3 -2.3 -0.46
N -0.182366 1.290562 -4.704918 0.2 1.0 1.3 0.11
N 0.106968 2.500146 -4.093739 0.1 0.1 -1.8 -0.01
N -0.033383 2.465860 -2.866898 0.2 0.3 1.6 -0.07
N -0.399415 1.168926 -2.489053 -0.2 1.9 -0.6 -0.19
H -0.738562 -1.195971 -4.693613 -0.1 0.0 -0.8 0.16
S -4.737081 2.974958 1.045870 -0.7 -1.7 0.2 0.04
As -4.298601 4.845896 0.724915 1.1 1.8 0.2 0.44
S -1.493107 3.084100 1.760049 0.1 -0.6 0.6 -0.07
S -0.770239 2.769524 -0.099702 0.0 0.0 -0.8 0.26
S -2.108434 4.992686 1.724525 -0.5 0.4 -0.6 -0.03
```
Forces are in eV/Å.

The HOMO-LUMO gap (spin up / spin down) is 6.10 / 6.03 eV. For the energy relative to the best compared isomer or geometry (same formula, charge and spin), the calculation gives 0.479 eV. As for the HOMO energy (spin up / spin down): -11.81 / -11.79 eV. The net charge is +1. The value obtained for the total energy is -5258.85866 a.u.


Density functional theory data (ωB97M-V/def2-TZVPD) for a cluster of 2 separate species, C2H9N2O in total.

Geometry as XYZ:
```
14
Properties=species:S:1:pos:R:3:forces:R:3:lowdin_charge:R:1
C -0.019838 -0.985770 0.630569 1.5 -0.8 0.0 -0.15
C 0.318493 -0.816162 -0.688560 -0.6 -1.2 1.5 -0.14
N 0.712781 0.518783 -1.144451 -0.9 0.0 -1.9 0.14
N -0.199642 -2.252521 1.182388 0.0 1.9 -0.7 0.08
H 0.101655 -0.111910 1.340712 -0.6 -1.2 -0.8 0.14
H 0.395388 -1.664254 -1.416039 -0.1 1.2 0.6 0.14
H -0.008394 0.895499 -1.862129 1.6 -0.4 1.4 0.20
H 0.765970 1.190220 -0.371466 -0.3 0.1 -0.1 0.12
H 1.639853 0.441613 -1.592976 -0.5 0.4 0.1 0.17
H -0.206717 -3.026702 0.541137 -0.1 -0.2 0.2 0.10
H -0.428081 -2.414785 2.151819 0.0 0.2 -0.3 0.11
H -0.583186 3.257074 0.821800 -0.2 0.2 0.1 0.07
H -1.705396 2.410981 0.209774 -1.6 -0.1 0.2 0.04
O -0.782885 2.557932 0.197420 1.9 -0.2 -0.3 -0.02
```
Forces are in eV/Å.

The HOMO-LUMO gap is 9.55 eV. For the energy relative to the best compared isomer or geometry (same formula, charge and spin), the calculation gives 1.718 eV. As for the HOMO energy: -12.81 eV. The net charge is +1. The value obtained for the total energy is -266.08856 a.u.


Density functional theory data (ωB97M-V/def2-TZVPD) for a cluster of 2 separate species, C5H12N2O in total.

Geometry as XYZ:
```
20
Properties=species:S:1:pos:R:3:forces:R:3:lowdin_charge:R:1
C -1.764760 -0.312001 -0.864011 -0.1 0.4 0.6 -0.02
C -2.510314 0.086679 0.185969 0.2 -0.4 -0.4 -0.48
C -2.606979 1.529374 0.571228 -0.1 -0.2 -0.1 -0.05
N -3.146164 -0.853119 1.007813 0.7 0.3 -0.1 0.08
H -1.380460 -1.323472 -0.919209 -0.5 -0.2 -0.4 0.05
H -1.512591 0.411202 -1.624221 0.5 0.0 0.1 0.05
H -1.959679 1.722140 1.429524 -0.1 -0.1 0.1 0.09
H -3.627870 1.810979 0.833755 0.0 0.2 -0.1 0.07
H -2.197353 2.135599 -0.233500 -0.3 0.1 -0.1 0.08
H -3.974027 -0.525826 1.466709 -0.2 0.1 0.2 0.08
H -3.303042 -1.697346 0.487725 -0.2 -0.3 0.2 0.08
C 3.397042 -0.974639 0.737933 0.2 -0.4 0.2 -0.08
N 2.230817 -0.865207 -0.105339 -0.3 -0.3 0.3 -0.03
C 1.864699 0.254842 -0.773327 -0.3 -0.6 -0.2 -0.39
O 2.565422 1.199045 -1.013850 0.6 0.8 0.0 0.03
H 4.060646 -0.152943 0.486410 0.1 0.0 0.2 0.08
H 3.915544 -1.927952 0.600227 0.0 0.1 -0.4 0.08
H 3.126976 -0.993965 1.798523 0.0 0.5 -0.1 0.08
H 1.467542 -1.491747 0.072645 -0.1 -0.2 0.1 0.12
H 0.828901 0.176753 -1.125531 -0.1 0.1 -0.1 0.10
```
Forces are in eV/Å.

The HOMO-LUMO gap is 9.09 eV. For the energy relative to the best compared isomer or geometry (same formula, charge and spin), the calculation gives 1.725 eV. As for the HOMO energy: -8.28 eV. The value obtained for the total energy is -382.43915 a.u.